Entry 1:
The following is a quantum chemistry calculation of 2 unconnected molecules or ions with the total composition C9H17N2S, from the Open Molecules 2025 dataset.

Structure (XYZ):
```
29
Properties=species:S:1:pos:R:3:forces:R:3:mulliken_charge:R:1
C 0.068 -1.359 0.218 1.48 -0.14 -0.10 -0.51
C -1.266 -1.044 0.102 -0.06 1.76 1.86 -0.54
C 0.901 -0.218 0.370 -1.92 -1.31 -0.02 -0.26
C -1.564 0.300 0.440 0.71 -0.11 -1.83 0.28
C -4.056 -0.476 -1.071 -2.36 -3.39 1.24 -1.18
C -5.180 0.830 0.543 -4.28 0.54 1.74 -1.05
C 5.319 -0.400 0.757 0.13 -2.70 2.33 -0.98
C 4.756 0.923 -1.146 0.40 -0.86 -3.11 -0.94
C -2.844 0.934 0.472 0.83 2.22 3.73 0.21
N -3.965 0.483 -0.018 2.04 1.47 -0.08 0.12
N 4.372 -0.098 -0.240 -2.18 -0.54 0.06 -0.16
S -0.068 1.162 0.605 0.48 0.09 -0.02 -0.09
H 0.450 -2.405 0.266 -0.26 1.09 -0.37 0.35
H -2.065 -1.693 0.247 -0.94 -1.62 -0.54 0.42
H 1.985 -0.281 0.348 0.01 0.70 0.23 0.58
H -5.079 -0.746 -1.460 0.76 1.40 0.59 0.35
H -3.420 -0.357 -1.853 1.98 0.96 -2.17 0.52
H -3.805 -1.439 -0.634 0.15 -0.26 -0.02 0.39
H -5.315 1.425 1.446 1.71 -0.05 0.44 0.37
H -5.837 1.456 -0.058 -0.01 -0.65 -1.06 0.38
H -5.677 -0.114 0.843 -0.12 0.46 -0.52 0.39
H 6.261 -0.783 0.332 -0.02 -0.11 0.28 0.33
H 5.571 0.410 1.429 -0.09 0.65 -0.22 0.33
H 4.870 -1.196 1.521 1.03 1.34 -1.77 0.26
H 5.009 1.782 -0.607 0.98 1.23 1.04 0.34
H 5.711 0.601 -1.855 -2.41 0.98 1.38 0.24
H 3.848 1.322 -1.703 1.22 -0.98 -0.05 0.28
H -2.908 1.920 1.348 -0.12 -3.07 -3.08 0.27
H 3.925 -0.939 -0.640 0.87 0.89 0.04 0.30
```
Positions in Å, forces in eV/Å.

Properties
Relative energy (zero: lowest compared OMol25 entry of this formula, charge and spin) in eV: 2.6921
Orbital gap in eV: 6.10
Net charge: +1
HOMO in eV: -10.959
Multiplicity: 1
E in hartree: -860.457754
LUMO in eV: -4.9

---

Entry 2:
The following is a quantum chemistry calculation of 10 unconnected molecules or ions with the total composition C54H130BF4N8O20, from the Open Molecules 2025 dataset.

Structure (XYZ):
```
217
Properties=species:S:1:pos:R:3:forces:R:3:mulliken_charge:R:1
C 0.212 -0.400 -2.237 2.13 -2.88 2.70 -1.39
C -0.177 0.879 -1.938 -1.04 1.44 -2.97 0.03
C 0.069 1.542 -0.575 -1.49 2.42 1.39 0.47
O -0.422 2.687 -0.198 0.34 -1.50 -2.30 -0.77
C 0.749 0.841 0.383 1.61 -3.32 -0.27 -0.23
C 1.216 -0.532 0.151 -1.97 1.69 -0.59 0.74
C 0.867 -1.233 -1.237 -0.59 0.80 -0.85 0.28
O 1.137 -2.452 -1.371 -0.29 0.99 0.13 -0.65
O 1.684 -1.246 1.035 0.48 -0.79 0.44 -1.65
O -0.722 1.465 -2.945 0.04 1.20 1.92 -0.50
H 0.131 -0.787 -3.242 -0.32 -0.01 0.00 1.54
H 0.812 1.220 1.392 0.21 0.22 -0.02 -0.18
C 5.619 1.632 -4.180 -0.34 0.57 -0.95 -0.99
O 4.180 1.722 -4.189 -1.16 -0.87 -0.28 -0.18
C 3.496 0.554 -4.781 -0.29 1.68 2.04 0.08
C 1.989 0.808 -4.824 -0.74 1.47 -1.90 0.22
N 1.562 1.738 -6.019 -0.63 -0.71 1.54 -0.11
H 2.049 2.609 -5.862 0.34 0.38 -0.32 0.47
H 1.899 1.289 -6.859 -0.04 0.03 -0.56 0.51
C 0.033 2.081 -6.128 3.30 1.06 -0.19 -0.43
C -0.849 0.907 -6.383 -0.16 0.63 0.51 -0.09
O -0.202 -0.005 -7.258 -0.28 1.64 1.09 -0.44
C -0.527 -1.349 -7.059 0.25 -0.67 -1.03 -0.56
H 6.054 2.320 -3.455 -0.46 -0.13 0.34 0.24
H 5.922 2.047 -5.141 0.53 -0.52 -0.15 0.34
H 5.987 0.620 -4.009 -0.05 -0.02 -0.10 0.43
H 3.429 -0.149 -3.951 0.98 -1.02 -0.42 -0.26
H 3.985 0.255 -5.708 -0.17 -0.38 0.11 0.48
H 1.611 1.307 -3.932 0.23 -0.06 0.04 -0.36
H 1.361 -0.062 -5.014 0.54 -0.31 0.22 -0.03
H 0.017 2.772 -6.971 0.02 -0.16 -0.24 0.56
H -0.082 2.728 -5.258 -0.87 -0.63 0.29 -0.13
H -1.672 1.497 -6.786 -0.79 -0.92 -0.72 0.46
H -1.215 0.505 -5.438 0.29 -0.61 0.03 0.01
H -1.565 -1.547 -7.324 -0.06 -0.12 0.02 0.34
H -0.293 -1.747 -6.072 -0.01 0.28 0.43 0.11
H 0.145 -1.837 -7.765 -0.35 -0.46 0.01 0.33
C 2.555 -7.281 -1.037 -0.23 0.46 0.28 -0.48
O 3.473 -6.191 -1.159 -1.06 0.42 -0.32 -0.42
C 2.890 -5.040 -1.812 1.91 -0.05 0.72 -0.44
C 3.823 -3.870 -1.489 -0.38 -0.23 0.76 -0.86
N 3.429 -3.192 -0.172 1.62 -2.10 0.06 3.00
H 3.949 -2.329 -0.100 0.59 0.69 0.16 -0.50
H 2.457 -2.945 -0.285 -0.94 0.26 0.24 -0.80
C 3.677 -3.952 1.196 0.14 0.19 -1.99 0.02
C 5.178 -4.376 1.434 -1.87 1.80 0.42 -1.39
O 5.984 -3.285 1.057 -0.16 -1.24 -0.76 0.28
C 7.348 -3.643 1.038 1.64 1.32 0.42 -1.02
H 2.980 -8.097 -0.453 0.37 0.17 -0.30 0.35
H 2.195 -7.640 -2.002 0.20 -0.09 -0.15 0.34
H 1.698 -6.922 -0.467 -0.35 -0.02 0.09 -0.02
H 1.904 -4.712 -1.483 -0.36 -0.67 0.22 -0.12
H 2.886 -5.146 -2.897 -0.13 -0.36 -0.10 0.71
H 3.690 -3.164 -2.309 0.23 0.40 0.37 0.31
H 4.865 -4.175 -1.385 -0.09 -0.04 -0.27 0.69
H 3.056 -4.843 1.099 0.00 0.01 0.38 0.63
H 3.238 -3.226 1.880 0.34 -0.32 0.39 -0.11
H 5.353 -5.312 0.903 0.39 0.03 0.07 0.66
H 5.336 -4.389 2.512 -0.39 -1.18 0.22 0.35
H 7.863 -3.763 1.991 -0.77 0.17 0.91 0.34
H 7.784 -2.718 0.661 0.58 -0.52 -0.62 0.23
H 7.686 -4.567 0.568 -0.77 0.12 -1.01 0.36
C -0.751 -5.180 0.439 -0.73 -2.10 -0.42 -0.76
O -1.710 -5.336 -0.618 -0.29 0.48 -1.38 -0.31
C -1.119 -5.581 -1.942 -2.20 2.00 0.97 0.18
C -2.299 -5.584 -3.036 0.58 -0.60 2.36 -0.92
N -3.192 -4.291 -2.934 2.82 0.20 -1.57 0.05
H -3.921 -4.464 -3.610 -0.22 0.46 -0.74 0.48
H -3.719 -4.134 -2.087 0.39 -0.41 0.59 0.02
C -2.354 -2.967 -3.211 -2.14 0.55 0.24 -0.24
C -3.354 -1.772 -3.587 -0.17 -1.14 0.09 -0.79
O -4.595 -1.873 -2.924 -0.49 -1.24 1.80 -0.22
C -5.673 -1.104 -3.475 1.08 0.61 -1.06 -0.73
H 0.069 -4.485 0.257 -0.37 0.49 0.03 0.16
H -0.341 -6.182 0.564 0.60 -0.04 0.17 0.39
H -1.374 -5.077 1.328 0.38 0.77 0.05 0.29
H -0.462 -6.443 -1.830 -0.17 -0.12 -0.89 0.54
H -0.622 -4.633 -2.146 1.02 -0.36 -0.27 -0.16
H -2.976 -6.428 -2.900 -0.07 0.10 0.22 0.47
H -1.867 -5.711 -4.028 -0.17 0.69 -0.07 0.41
H -1.676 -3.073 -4.058 -0.20 -0.55 0.05 0.66
H -1.749 -2.768 -2.326 -0.29 -0.11 0.13 -0.30
H -3.557 -1.908 -4.649 0.22 0.46 -0.33 0.74
H -2.908 -0.808 -3.342 0.46 0.02 -0.30 0.11
H -5.788 -1.465 -4.497 -0.32 0.46 -0.20 0.49
H -5.360 -0.061 -3.431 0.03 0.26 -0.51 0.16
H -6.650 -1.088 -2.993 0.39 -1.02 0.68 0.23
C 5.051 -0.360 -1.340 1.25 0.42 1.12 -1.08
O 4.941 -0.863 0.007 -0.59 0.31 -0.11 -0.67
C 5.655 -0.181 1.047 -0.02 -0.43 0.25 -1.35
C 5.137 -0.585 2.471 -0.44 1.10 -1.92 -0.41
N 3.652 -0.195 2.566 1.93 -0.94 1.94 2.83
H 3.531 0.745 2.218 -0.01 0.61 -0.01 -0.82
H 3.095 -0.815 1.995 -0.44 -0.15 -0.76 -0.95
C 3.030 -0.296 3.966 -0.29 -0.58 -1.21 -0.20
C 2.780 -1.780 4.454 0.31 2.37 -0.33 -0.81
O 3.963 -2.498 4.420 -0.21 -0.22 0.28 -0.34
C 3.889 -3.747 5.091 0.55 -0.75 0.02 -0.87
H 4.188 -0.685 -1.920 0.12 -0.01 0.11 -0.17
H 6.012 -0.663 -1.756 -0.14 -0.64 -0.32 0.48
H 5.177 0.723 -1.343 -0.68 0.30 0.12 0.53
H 5.618 0.893 0.868 -0.51 0.26 0.27 0.72
H 6.726 -0.380 1.017 0.10 -0.51 -0.05 0.38
H 5.725 0.046 3.137 -0.29 -0.25 0.42 0.47
H 5.201 -1.654 2.672 0.20 0.36 -0.02 0.29
H 2.091 0.200 3.718 -0.42 -0.09 0.78 -0.33
H 3.571 0.345 4.662 0.20 -0.25 -0.13 0.78
H 1.967 -2.247 3.898 -0.07 -0.23 -0.40 0.13
H 2.419 -1.600 5.467 -0.03 -0.34 0.46 0.80
H 4.916 -4.102 5.175 -0.11 0.00 0.05 0.32
H 3.319 -4.499 4.545 -0.13 0.06 -0.45 0.32
H 3.451 -3.746 6.089 0.04 0.67 0.15 0.34
C -2.165 -2.098 0.930 0.68 1.51 0.65 -0.02
O -3.433 -1.876 0.386 -1.10 -0.86 -0.52 0.91
C -4.248 -3.056 0.320 -0.16 1.15 -0.32 -0.46
C -5.690 -2.583 0.167 0.21 0.52 1.33 -0.80
N -6.206 -2.096 1.581 -1.28 -0.21 -2.05 -0.12
H -6.199 -2.870 2.231 0.18 -0.47 0.14 0.40
H -5.614 -1.378 1.974 0.36 0.41 -0.16 0.23
C -7.690 -1.624 1.536 0.75 1.23 0.46 -0.66
C -7.870 -0.178 1.014 -1.02 -1.12 -0.51 -0.62
O -7.570 -0.156 -0.344 1.00 0.19 -1.33 -0.22
C -7.623 1.159 -0.902 0.46 0.56 0.53 -0.80
H -1.360 -2.381 0.251 -0.37 -0.91 -0.28 -0.25
H -2.249 -2.682 1.847 0.35 -0.44 -0.12 0.35
H -1.823 -1.103 1.215 0.01 0.21 0.32 -0.54
H -4.077 -3.645 1.221 -0.14 -0.32 0.03 0.68
H -4.006 -3.668 -0.549 0.17 -0.06 0.30 -0.52
H -6.387 -3.333 -0.209 0.07 -0.17 0.43 0.56
H -5.754 -1.739 -0.519 0.07 0.10 0.29 0.22
H -7.996 -1.576 2.581 -0.23 -0.46 -0.04 0.41
H -8.209 -2.395 0.967 -0.17 0.30 0.09 0.40
H -7.375 0.577 1.625 0.59 0.00 0.03 0.43
H -8.929 0.081 1.039 -0.35 -0.24 0.85 0.47
H -8.566 1.677 -0.727 -0.26 -0.30 0.02 0.42
H -7.401 1.197 -1.969 -0.20 -0.67 0.04 0.24
H -6.847 1.751 -0.416 0.12 0.28 0.14 0.27
C -0.779 2.776 4.006 1.08 0.10 0.31 -0.78
O -0.738 1.479 4.624 0.77 0.24 -0.18 -0.44
C -1.057 0.436 3.765 -0.51 -1.52 1.07 0.60
C -0.884 -0.900 4.571 -0.90 0.98 0.70 -0.62
N -1.454 -0.622 5.959 0.95 -1.46 0.01 -0.15
H -0.888 0.175 6.214 -0.26 0.76 0.84 0.43
H -2.424 -0.354 5.880 -0.30 0.37 0.41 0.39
C -1.295 -1.828 6.941 -0.83 0.94 -0.64 -0.48
C -1.640 -1.516 8.424 0.19 1.88 0.16 -0.63
O -2.620 -0.504 8.492 -1.39 0.65 -1.01 -0.36
C -2.950 0.001 9.819 1.35 -1.05 0.30 -0.70
H -1.790 3.173 3.906 -0.06 -0.17 0.06 0.42
H -0.241 2.770 3.058 -0.29 -0.21 -0.32 0.01
H -0.153 3.406 4.637 -0.42 0.14 0.18 0.46
H -0.455 0.300 2.867 0.03 0.57 -0.24 -0.58
H -2.119 0.563 3.556 -0.26 -0.35 -0.74 0.73
H 0.155 -1.169 4.756 -0.07 0.01 -0.34 -0.10
H -1.461 -1.723 4.148 0.28 0.01 -0.17 0.35
H -0.262 -2.123 6.760 -0.15 -0.35 0.45 0.26
H -2.001 -2.542 6.518 0.23 -0.26 0.13 0.39
H -0.796 -1.015 8.898 0.72 -0.89 0.21 0.41
H -1.988 -2.400 8.958 0.41 -0.30 -0.11 0.45
H -2.117 0.560 10.246 0.19 0.41 -0.39 0.32
H -2.984 -0.861 10.485 -0.76 -0.04 0.10 0.30
H -3.843 0.625 9.845 0.05 -0.44 -0.49 0.26
C -3.808 1.743 1.432 0.81 -1.21 -0.20 0.29
O -4.097 2.491 0.299 -0.91 1.50 -0.85 -0.56
C -3.876 1.862 -0.958 0.60 0.41 0.49 0.89
C -3.845 2.906 -2.096 1.49 0.46 1.87 -1.06
N -2.668 3.980 -1.833 -1.39 0.01 -1.91 0.50
H -2.752 4.569 -1.017 -0.74 0.21 0.51 0.35
H -1.790 3.500 -1.697 0.67 -1.04 0.52 -0.61
C -2.372 4.870 -3.081 0.07 -2.29 0.22 -0.47
C -1.319 5.877 -2.829 -0.02 1.97 1.38 0.09
O -1.771 6.677 -1.776 -1.71 -1.50 1.57 -0.44
C -0.990 7.773 -1.446 0.21 1.28 -0.48 -0.60
H -2.756 1.471 1.346 0.24 -0.60 0.19 -0.14
H -4.457 0.868 1.452 0.06 -0.53 0.05 -0.30
H -3.903 2.197 2.418 -0.42 0.99 -0.53 0.49
H -4.624 1.111 -1.213 -0.59 0.04 0.08 0.20
H -2.957 1.279 -0.909 0.49 0.19 -0.13 -0.35
H -4.808 3.415 -2.148 0.32 0.31 -0.14 0.56
H -3.609 2.347 -3.002 0.16 0.50 -0.14 0.28
H -3.290 5.264 -3.516 0.10 -0.13 0.20 0.48
H -1.885 4.078 -3.650 -0.46 0.25 -1.04 0.08
H -1.241 6.609 -3.633 0.43 -0.75 -0.98 0.79
H -0.360 5.475 -2.502 0.20 -0.42 -0.52 -0.39
H -0.011 7.656 -1.910 0.28 0.32 0.23 0.29
H -0.911 7.950 -0.373 0.05 -0.50 -0.02 0.06
H -1.511 8.637 -1.859 0.40 0.37 -0.12 0.33
C -1.414 5.957 1.984 0.96 -0.48 -1.20 -0.60
O -0.201 5.880 1.250 -0.55 -0.37 -1.29 0.15
C 0.963 6.279 1.914 -1.58 -1.23 0.92 -0.74
C 2.086 5.892 1.041 1.20 0.64 -0.87 -0.76
N 2.098 4.429 0.627 0.48 0.19 -0.10 1.94
H 2.111 3.795 1.413 -0.11 0.13 1.13 -0.43
H 1.252 4.139 0.157 -0.98 0.38 -0.41 -0.61
C 3.258 3.939 -0.199 -0.06 1.71 -1.07 -0.11
C 2.985 3.947 -1.706 -1.04 -0.26 0.09 0.04
O 2.351 5.152 -2.209 0.24 -1.91 -0.23 -0.30
C 1.934 4.960 -3.596 0.45 1.63 1.07 -0.58
H -1.310 5.230 2.790 -0.36 0.70 0.80 0.04
H -2.164 5.538 1.313 -0.21 0.28 0.01 0.01
H -1.596 7.017 2.157 -0.47 -0.25 0.88 0.39
H 1.028 5.686 2.827 0.21 0.01 0.52 0.33
H 0.882 7.323 2.217 0.67 0.25 -0.28 0.44
H 2.979 6.143 1.614 0.37 -0.49 -0.37 0.38
H 2.069 6.458 0.109 0.09 -0.06 -0.02 0.49
H 3.466 2.928 0.150 0.35 0.25 -0.20 -0.47
H 4.088 4.638 -0.095 0.10 -0.31 0.84 0.49
H 2.335 3.095 -1.904 -0.36 -0.16 -0.31 -0.16
H 3.933 3.713 -2.190 0.10 0.30 -0.26 0.50
H 2.803 4.748 -4.219 -0.04 -0.10 -0.07 0.35
H 1.527 5.945 -3.826 0.26 -0.01 -0.45 0.41
H 1.103 4.277 -3.770 0.10 -0.65 0.50 -0.04
B 3.634 3.228 3.121 1.36 0.75 4.62 0.37
F 2.424 2.773 2.741 -3.29 -1.61 -1.13 -0.40
F 4.029 2.603 4.320 -0.39 -1.01 0.67 -0.38
F 4.544 2.881 2.242 2.43 -0.77 -3.46 -0.22
F 3.545 4.546 3.415 -0.25 1.85 -0.65 -0.35
```
Positions in Å, forces in eV/Å.

Properties
Relative energy (zero: lowest compared OMol25 entry of this formula, charge and spin) in eV: 5.6054
Orbital gap in eV: 7.49
Net charge: +5
HOMO in eV: -17.415
Multiplicity: 1
E in hartree: -4500.741382
LUMO in eV: -9.9

---

Entry 3:
The following is a quantum chemistry calculation of a molecular structure, C27H26N6OS3Sn, from the Open Molecules 2025 dataset.

Structure (XYZ):
```
64
Properties=species:S:1:pos:R:3:forces:R:3:mulliken_charge:R:1
Sn -0.981 -13.714 17.520 0.21 0.15 0.71 0.32
S -2.310 -13.286 19.733 0.14 -0.57 -0.16 -0.49
C -2.128 -14.943 20.285 0.10 -0.45 -0.61 0.47
N -1.181 -15.762 19.939 0.97 -0.16 0.36 -0.07
C -1.279 -17.018 20.576 0.26 0.73 -1.20 -0.35
C -0.477 -18.153 20.344 -0.05 1.46 -0.25 -0.30
C -0.812 -19.332 20.905 -1.40 -0.25 1.20 -0.72
C -1.948 -19.430 21.733 -0.67 1.21 -0.18 -0.45
C -2.787 -18.350 21.951 -0.02 0.33 -0.06 -0.64
C -2.395 -17.149 21.356 -1.81 0.47 0.52 0.80
S -3.357 -15.676 21.261 0.08 -0.31 0.72 -0.25
H 0.368 -18.084 19.704 0.58 0.14 -0.52 0.45
H -0.280 -20.215 20.704 0.81 -0.90 -0.21 0.43
H -2.287 -20.320 22.166 0.05 -1.52 0.40 0.41
H -3.760 -18.382 22.489 1.02 -0.30 -0.31 0.31
N 0.443 -12.771 14.496 0.35 -0.91 1.21 -0.13
C 1.521 -12.721 15.392 -0.04 -1.20 -2.93 0.05
C 2.592 -13.599 15.255 0.47 0.15 0.77 -0.71
C 3.716 -13.456 16.069 -1.54 0.57 -0.32 -0.63
C 3.800 -12.373 16.908 -1.11 1.11 0.72 -0.82
C 2.683 -11.506 17.064 1.14 -2.03 -1.44 -0.59
C 1.541 -11.723 16.326 -0.76 0.56 1.51 0.39
C 0.291 -10.958 16.648 0.17 1.04 -0.45 0.15
C 0.277 -9.612 16.330 -2.42 2.09 0.62 -0.19
C -0.877 -8.795 16.691 0.74 -2.77 -0.57 -1.13
C -1.969 -9.452 17.231 -0.61 1.42 1.30 -0.63
C -1.929 -10.770 17.616 0.54 -0.13 -0.88 -0.46
C -0.834 -11.522 17.278 0.75 -1.61 0.06 0.59
H 0.450 -13.045 13.541 0.81 -0.58 -0.37 0.26
H -0.145 -12.008 14.600 -1.43 1.55 0.11 -0.01
H 2.576 -14.401 14.551 -0.27 -0.35 -0.40 0.45
H 4.437 -14.219 16.080 1.14 -0.68 -0.22 0.49
H 4.667 -12.216 17.510 0.49 0.09 0.35 0.47
H 2.681 -10.696 17.716 0.25 1.19 1.20 0.64
H 1.023 -9.099 15.750 0.65 -0.21 0.08 0.47
H -0.988 -7.764 16.479 0.38 0.84 -0.35 0.43
H -2.872 -8.930 17.574 0.39 0.32 -0.51 0.36
H -2.770 -11.210 18.115 -0.37 -0.15 0.14 0.30
N 5.367 -14.129 21.274 1.08 2.67 2.59 -0.33
C 4.400 -13.170 21.435 0.25 0.92 0.91 0.21
O 4.578 -12.212 22.188 -0.24 -1.03 -0.87 -0.63
C 3.116 -13.297 20.657 -0.38 -0.52 -1.96 1.21
C 2.256 -12.201 20.442 1.44 1.22 2.44 -1.20
C 1.132 -12.259 19.710 -0.05 -4.35 -2.33 -0.40
N 0.882 -13.441 18.988 -0.20 1.78 1.08 0.33
C 1.674 -14.475 19.144 -1.38 0.21 -1.17 -0.29
C 2.798 -14.428 19.914 0.91 -0.45 1.25 -1.19
H 6.216 -13.969 21.875 -1.44 -0.38 -1.11 0.26
H 5.328 -14.904 20.709 -0.28 -1.74 -1.41 0.15
H 2.504 -11.298 21.004 -0.14 -0.13 -0.21 0.47
H 0.358 -11.595 19.508 -0.75 1.79 0.20 0.87
H 1.307 -15.343 18.593 0.63 -0.10 0.26 0.47
H 3.326 -15.360 19.972 0.52 -0.15 0.20 0.37
C -4.751 -7.918 13.126 1.36 -0.08 -0.72 -0.83
N -4.148 -9.231 12.893 -0.45 -0.56 0.23 -0.21
C -2.820 -9.546 12.876 -1.26 -0.67 -0.49 0.46
N -1.990 -8.516 12.848 1.72 2.14 -0.57 -0.35
S -2.241 -11.093 12.772 -0.14 -0.70 0.15 -0.46
H -5.704 -7.910 12.640 -0.47 0.18 -0.52 0.33
H -4.089 -7.128 12.693 -0.92 -0.43 0.37 0.23
H -4.938 -7.714 14.163 0.23 0.12 0.67 0.27
H -4.805 -10.015 12.838 0.82 0.41 0.15 0.22
H -2.384 -7.624 12.547 0.49 -0.37 0.30 0.12
H -1.007 -8.674 12.557 -1.32 -0.10 0.52 0.26
```
Positions in Å, forces in eV/Å.

Properties
Relative energy (zero: lowest compared OMol25 entry of this formula, charge and spin) in eV: 0.0000
Orbital gap in eV: 7.21
HOMO in eV: -7.604
Multiplicity: 1
E in hartree: -2857.152956
LUMO in eV: -0.4